This record from OMol25 describes a structure of composition C59H62F3GeN5O8RuSSb. The level of theory is the ωB97M-V functional and the def2-TZVPD basis.

Cartesian coordinates (Å):
1 Ru 0.763 -0.416 0.919
2 C 6.646 1.162 -4.657
3 C 6.607 -0.254 -4.111
4 S 5.284 -0.457 -2.892
5 O 4.239 -1.293 -3.425
6 O 4.876 0.832 -2.376
7 C 6.034 -1.412 -1.503
8 C 6.174 -0.642 -0.187
9 N 4.899 -0.154 0.358
10 C 3.867 -0.922 0.734
11 N 2.865 -0.154 1.181
12 C 3.273 1.150 1.079
13 C 4.530 1.164 0.583
14 N 5.270 2.369 0.278
15 O 6.474 2.314 0.170
16 O 4.588 3.372 0.210
17 C 3.832 -2.402 0.652
18 H 7.490 1.258 -5.338
19 H 6.768 1.887 -3.853
20 H 5.737 1.400 -5.207
21 H 7.532 -0.512 -3.597
22 H 6.383 -0.999 -4.873
23 H 7.018 -1.743 -1.827
24 H 5.387 -2.282 -1.417
25 H 6.813 0.223 -0.314
26 H 6.629 -1.295 0.560
27 H 2.680 1.991 1.403
28 H 4.800 -2.842 0.894
29 H 3.552 -2.726 -0.355
30 H 3.095 -2.783 1.351
31 C -4.880 -0.173 1.408
32 N -3.631 -0.592 0.791
33 C -2.435 -0.043 0.997
34 N -2.317 1.008 1.831
35 O -1.424 -0.605 0.476
36 H -5.678 -0.813 1.043
37 H -5.122 0.854 1.150
38 H -4.830 -0.266 2.495
39 H -3.642 -1.400 0.187
40 H -3.135 1.533 2.102
41 H -1.467 1.537 1.733
42 C -0.807 -1.539 9.218
43 C -0.694 -1.454 7.737
44 C -1.305 -2.408 6.917
45 C -1.205 -2.361 5.548
46 C -1.856 -3.440 4.726
47 C -0.457 -1.299 4.950
48 C -0.336 -1.323 3.549
49 O 0.372 -0.546 2.837
50 C 0.161 -0.298 5.780
51 C 0.930 0.862 5.218
52 C 0.022 -0.407 7.142
53 H -1.147 -2.521 9.540
54 H -1.528 -0.798 9.573
55 H 0.144 -1.304 9.696
56 H -1.863 -3.210 7.383
57 H -2.356 -4.152 5.378
58 H -1.124 -3.992 4.133
59 H -2.610 -3.028 4.052
60 H -0.896 -2.103 3.025
61 H 0.288 1.465 4.572
62 H 1.771 0.519 4.618
63 H 1.310 1.490 6.021
64 H 0.488 0.332 7.784
65 O 1.207 -0.010 -1.047
66 C 1.032 1.249 -1.099
67 O 0.426 1.850 -0.156
68 C 1.639 2.046 -2.209
69 C 0.991 3.404 -2.408
70 Ge 0.306 4.149 -0.697
71 C 1.488 4.529 0.835
72 C 2.461 5.517 0.715
73 C 3.205 5.902 1.821
74 C 2.978 5.306 3.053
75 C 2.025 4.304 3.175
76 C 1.289 3.908 2.066
77 C -1.634 4.175 -0.291
78 C -2.063 4.820 0.870
79 C -3.415 5.038 1.090
80 C -4.343 4.629 0.138
81 C -3.921 3.958 -1.005
82 C -2.570 3.743 -1.228
83 C -0.112 6.188 -1.298
84 C -0.221 6.473 -2.647
85 C -0.278 7.811 -3.019
86 C -0.324 8.803 -2.045
87 C -0.271 8.481 -0.693
88 C -0.200 7.151 -0.304
89 H 1.647 1.439 -3.115
90 H 2.686 2.176 -1.906
91 H 0.155 3.349 -3.108
92 H 1.722 4.102 -2.812
93 H 2.638 5.997 -0.241
94 H 3.957 6.673 1.719
95 H 3.548 5.617 3.918
96 H 1.850 3.832 4.134
97 H 0.561 3.106 2.159
98 H -1.342 5.169 1.600
99 H -3.740 5.562 1.980
100 H -5.392 4.860 0.272
101 H -4.647 3.631 -1.739
102 H -2.257 3.253 -2.144
103 H -0.215 5.706 -3.412
104 H -0.294 8.061 -4.071
105 H -0.430 9.838 -2.343
106 H -0.299 9.249 0.068
107 H -0.160 6.904 0.748
108 F -5.358 -5.904 -0.334
109 C -4.195 -5.266 -0.259
110 C -3.986 -4.381 0.788
111 C -2.772 -3.719 0.861
112 C -1.783 -3.949 -0.091
113 C -2.019 -4.829 -1.141
114 C -3.232 -5.495 -1.226
115 Sb 0.161 -3.101 0.217
116 C 0.741 -4.498 1.747
117 C 0.388 -5.838 1.606
118 C 0.694 -6.751 2.602
119 C 1.354 -6.306 3.736
120 F 1.647 -7.174 4.699
121 C 1.706 -4.978 3.907
122 C 1.387 -4.074 2.906
123 C 1.155 -3.827 -1.523
124 C 0.905 -3.161 -2.721
125 C 1.451 -3.629 -3.903
126 C 2.253 -4.758 -3.859
127 F 2.783 -5.215 -4.989
128 C 2.530 -5.422 -2.675
129 C 1.983 -4.944 -1.495
130 H -4.766 -4.234 1.525
131 H -2.598 -3.017 1.671
132 H -1.261 -5.006 -1.894
133 H -3.440 -6.192 -2.028
134 H -0.134 -6.174 0.718
135 H 0.421 -7.794 2.514
136 H 2.215 -4.674 4.813
137 H 1.640 -3.028 3.048
138 H 0.283 -2.272 -2.731
139 H 1.269 -3.140 -4.850
140 H 3.160 -6.301 -2.689
141 H 2.191 -5.453 -0.561

Forces on atoms 1 to 3 (eV/Å):
Ru -0.530 -0.099 -0.675
C -0.052 0.075 -0.024
C -0.231 0.076 0.288

Values from the calculation:
- HOMO energy (spin up / spin down) (eV) = -14.5867 / -15.0590
- 2S+1 = 5
- LUMO level (spin up / spin down) (eV) = -7.81 / -9.52
- net charge = +3
- HOMO-LUMO gap (spin up / spin down) (Ha) = 0.2492 / 0.2035

***

This record from OMol25 describes a structure of composition C59H68GeN3O5V. The level of theory is the ωB97M-V functional and the def2-TZVPD basis.

Cartesian coordinates (Å):
1 V 0.497 -0.271 -1.825
2 C 1.268 0.020 3.223
3 C 0.182 0.912 3.013
4 C -1.009 0.100 3.143
5 C -0.604 -1.219 3.401
6 C 0.783 -1.279 3.558
7 C 1.636 -2.469 3.983
8 C 1.447 -3.662 3.008
9 C 1.140 -2.853 5.422
10 C 3.121 -2.081 4.152
11 C -2.517 0.445 3.030
12 C -3.351 -0.787 3.488
13 C -2.913 1.669 3.908
14 C -2.820 0.578 1.548
15 C 0.414 2.404 2.796
16 C 0.072 3.251 4.027
17 C 1.926 2.541 2.484
18 C -0.257 2.923 1.531
19 H 2.330 0.261 3.277
20 H -1.204 -2.091 3.492
21 H 0.396 -3.938 2.907
22 H 2.052 -4.523 3.350
23 H 1.843 -3.367 2.031
24 H 0.114 -3.240 5.340
25 H 1.105 -1.967 6.054
26 H 1.745 -3.649 5.850
27 H 3.564 -1.585 3.252
28 H 3.764 -2.962 4.393
29 H 3.226 -1.395 5.004
30 H -3.183 -1.069 4.547
31 H -3.192 -1.653 2.851
32 H -4.421 -0.484 3.458
33 H -2.536 1.533 4.923
34 H -4.011 1.753 3.868
35 H -2.581 2.614 3.448
36 H -2.743 -0.439 1.127
37 H -2.083 1.191 1.058
38 H -3.828 0.978 1.372
39 H 0.575 2.872 4.913
40 H -0.971 3.278 4.251
41 H 0.437 4.304 3.846
42 H 2.568 2.176 3.312
43 H 2.147 3.609 2.249
44 H 2.181 2.014 1.537
45 H -1.332 2.937 1.602
46 H -0.035 2.254 0.651
47 H 0.129 3.895 1.270
48 N 2.078 3.571 -2.923
49 C 2.410 2.407 -2.321
50 N 3.764 2.346 -2.041
51 O 1.601 1.508 -2.013
52 H 2.709 4.290 -3.232
53 H 1.097 3.787 -3.108
54 H 4.428 2.937 -2.554
55 H 4.049 1.418 -1.681
56 O -0.344 -1.934 -2.476
57 C -0.728 -2.065 -1.268
58 O -0.316 -1.151 -0.406
59 C -1.624 -3.092 -0.859
60 C -2.093 -3.473 0.432
61 C -3.082 -4.451 0.436
62 C -3.551 -5.034 -0.748
63 C -3.154 -4.632 -2.041
64 C -2.244 -3.602 -2.076
65 H -1.723 -3.117 1.386
66 H -3.618 -4.743 1.338
67 H -4.180 -5.917 -0.668
68 H -3.534 -5.067 -2.964
69 H -1.871 -3.303 -3.088
70 C 2.295 -0.948 -1.725
71 Ge 3.395 -2.572 -2.018
72 C 2.393 -4.169 -2.428
73 C 2.465 -5.237 -1.572
74 C 1.813 -6.438 -1.930
75 C 1.076 -6.591 -3.111
76 C 1.020 -5.447 -3.907
77 C 1.652 -4.256 -3.623
78 C 4.701 -2.944 -0.681
79 C 5.526 -4.046 -0.960
80 C 6.520 -4.413 -0.067
81 C 6.734 -3.759 1.137
82 C 5.932 -2.652 1.398
83 C 4.883 -2.283 0.541
84 C 4.225 -2.204 -3.818
85 C 5.572 -2.450 -4.158
86 C 6.159 -1.734 -5.215
87 C 5.388 -1.000 -6.111
88 C 4.027 -0.903 -5.857
89 C 3.443 -1.558 -4.787
90 H 3.098 -0.163 -1.742
91 H 3.048 -5.209 -0.635
92 H 1.920 -7.292 -1.241
93 H 0.523 -7.495 -3.331
94 H 0.382 -5.489 -4.778
95 H 1.498 -3.366 -4.238
96 H 5.348 -4.651 -1.829
97 H 7.112 -5.308 -0.294
98 H 7.508 -4.085 1.814
99 H 6.148 -1.992 2.254
100 H 4.172 -1.464 0.755
101 H 6.125 -3.225 -3.607
102 H 7.222 -1.726 -5.345
103 H 5.817 -0.498 -6.970
104 H 3.363 -0.417 -6.599
105 H 2.348 -1.495 -4.640
106 C -3.943 8.356 1.424
107 C -4.442 6.976 1.091
108 C -5.391 6.289 1.884
109 C -5.945 5.086 1.463
110 C -5.376 4.432 0.399
111 C -4.304 4.968 -0.296
112 N -3.532 4.207 -1.136
113 C -3.966 3.221 -2.026
114 C -5.293 3.045 -2.414
115 C -5.642 1.946 -3.203
116 C -4.741 0.962 -3.552
117 C -3.412 1.109 -3.218
118 C -3.037 2.233 -2.462
119 C -1.635 2.227 -2.019
120 O -1.103 3.281 -1.577
121 O -1.071 1.074 -2.134
122 C -3.891 6.312 -0.025
123 C -2.894 7.011 -0.922
124 H -4.380 8.642 2.374
125 H -4.187 9.113 0.703
126 H -2.850 8.330 1.607
127 H -5.763 6.746 2.770
128 H -6.705 4.591 2.053
129 H -5.682 3.419 0.167
130 H -2.501 4.145 -1.097
131 H -6.027 3.747 -2.050
132 H -6.673 1.890 -3.598
133 H -5.059 0.082 -4.094
134 H -2.703 0.325 -3.472
135 H -1.914 7.149 -0.469
136 H -3.206 7.995 -1.317
137 H -2.732 6.363 -1.789

Forces on atoms 1 to 3 (eV/Å):
V 3.201 2.962 -1.099
C -0.003 -0.805 0.995
C -0.504 -1.007 0.350

Values from the calculation:
- HOMO energy (spin up / spin down) (eV) = -0.4719 / -0.4719
- 2S+1 = 3
- LUMO level (spin up / spin down) (eV) = 3.85 / 3.84
- net charge = -2
- HOMO-LUMO gap (spin up / spin down) (Ha) = 0.1588 / 0.1586

***

This record from OMol25 describes a cluster of 13 separate species, C59H72F12O9 in total. The level of theory is the ωB97M-V functional and the def2-TZVPD basis.

Cartesian coordinates (Å):
1 C 0.605 -1.187 0.767
2 O 0.933 -1.741 -0.509
3 O 1.222 -2.116 1.671
4 C 0.830 0.414 1.013
5 F 0.754 0.721 2.292
6 F 2.018 0.774 0.569
7 F -0.059 1.214 0.392
8 C 0.653 -0.929 -1.688
9 C 0.265 -1.942 -2.732
10 H -0.086 -1.361 -3.585
11 H 1.125 -2.562 -2.986
12 H -0.572 -2.589 -2.469
13 H 1.529 -0.362 -2.002
14 H -0.167 -0.212 -1.662
15 H -0.463 -1.401 0.783
16 C -0.688 -5.639 -0.947
17 O -0.573 -5.558 0.442
18 O 0.628 -5.302 -1.346
19 C -1.390 -6.875 -1.553
20 F -1.038 -7.142 -2.782
21 F -1.142 -8.042 -0.959
22 F -2.729 -6.706 -1.569
23 C -1.693 -5.043 1.174
24 C -1.326 -5.014 2.623
25 H -2.193 -4.856 3.265
26 H -0.849 -5.978 2.798
27 H -0.590 -4.227 2.786
28 H -2.653 -5.559 1.139
29 H -1.877 -3.981 1.016
30 H -1.372 -4.820 -1.173
31 F -7.374 -0.802 0.508
32 C -6.194 -1.285 0.084
33 C -5.942 -2.655 0.021
34 C -4.667 -3.122 -0.301
35 C -3.612 -2.215 -0.522
36 C -3.869 -0.868 -0.464
37 C -5.145 -0.374 -0.181
38 H -6.631 -3.428 0.328
39 H -4.559 -4.196 -0.273
40 H -2.651 -2.647 -0.761
41 H -3.041 -0.192 -0.621
42 H -5.426 0.668 -0.211
43 F 3.403 4.340 -0.682
44 C 3.453 3.388 -1.589
45 C 4.634 3.015 -2.182
46 C 4.652 2.139 -3.241
47 C 3.398 1.721 -3.801
48 C 2.234 1.980 -3.117
49 C 2.239 2.936 -2.074
50 H 5.574 3.375 -1.792
51 H 5.543 1.718 -3.684
52 H 3.453 1.082 -4.669
53 H 1.308 1.517 -3.424
54 H 1.301 3.228 -1.626
55 F 4.641 1.572 4.859
56 C 3.403 1.258 5.381
57 C 2.617 0.344 4.737
58 C 1.374 0.032 5.251
59 C 0.943 0.528 6.466
60 C 1.770 1.437 7.131
61 C 2.967 1.897 6.559
62 H 2.989 -0.048 3.803
63 H 0.832 -0.653 4.615
64 H 0.002 0.272 6.931
65 H 1.361 1.882 8.027
66 H 3.529 2.710 6.995
67 F -1.959 2.889 -3.469
68 C -1.443 3.735 -2.574
69 C -1.585 3.477 -1.224
70 C -1.237 4.396 -0.250
71 C -0.631 5.587 -0.699
72 C -0.406 5.839 -2.026
73 C -0.839 4.932 -2.935
74 H -2.045 2.524 -1.005
75 H -1.357 4.208 0.807
76 H -0.310 6.366 -0.023
77 H 0.069 6.725 -2.421
78 H -0.635 5.186 -3.965
79 F -3.638 2.651 1.489
80 C -3.160 2.803 2.758
81 C -1.816 2.593 3.060
82 C -1.370 2.717 4.368
83 C -2.266 3.082 5.400
84 C -3.617 3.215 5.097
85 C -4.042 3.161 3.757
86 H -1.098 2.226 2.341
87 H -0.309 2.633 4.550
88 H -1.911 3.225 6.410
89 H -4.304 3.596 5.838
90 H -5.047 3.490 3.539
91 F -2.565 -1.352 7.083
92 C -2.981 -1.152 5.828
93 C -2.281 -1.740 4.790
94 C -2.744 -1.570 3.514
95 C -3.919 -0.870 3.303
96 C -4.624 -0.255 4.343
97 C -4.118 -0.410 5.643
98 H -1.344 -2.244 4.977
99 H -2.170 -2.053 2.736
100 H -4.302 -0.818 2.294
101 H -5.583 0.231 4.236
102 H -4.630 0.040 6.480
103 C 5.301 -3.857 -4.031
104 C 4.293 -3.045 -3.289
105 O 3.472 -3.606 -2.563
106 C 4.322 -1.536 -3.485
107 H 4.870 -4.025 -5.018
108 H 5.503 -4.793 -3.509
109 H 6.259 -3.361 -4.185
110 H 4.330 -1.241 -4.534
111 H 5.301 -1.205 -3.139
112 H 3.552 -0.972 -2.958
113 C -3.155 -4.171 -3.673
114 C -3.251 -3.486 -5.012
115 O -3.426 -4.168 -5.975
116 C -2.892 -1.997 -5.142
117 H -2.606 -3.566 -2.951
118 H -2.658 -5.139 -3.735
119 H -4.162 -4.317 -3.283
120 H -2.609 -1.770 -6.170
121 H -2.135 -1.816 -4.379
122 H -3.727 -1.352 -4.872
123 C 6.288 -0.598 -0.279
124 C 4.896 -0.717 0.300
125 O 4.072 -1.443 -0.183
126 C 4.506 0.127 1.492
127 H 6.183 0.027 -1.166
128 H 6.590 -1.569 -0.672
129 H 7.001 -0.196 0.441
130 H 4.386 1.158 1.161
131 H 5.250 0.140 2.288
132 H 3.589 -0.339 1.853
133 C -1.653 1.447 -7.415
134 C -0.924 1.572 -6.106
135 O -0.905 0.721 -5.183
136 C -0.204 2.962 -5.871
137 H -1.958 0.413 -7.580
138 H -1.033 1.857 -8.212
139 H -2.577 2.024 -7.450
140 H 0.609 3.150 -6.573
141 H 0.231 2.980 -4.872
142 H -0.916 3.781 -5.967
143 C 4.133 4.173 2.509
144 C 2.791 4.573 2.936
145 O 2.622 5.686 3.370
146 C 1.620 3.602 2.731
147 H 4.139 4.331 1.430
148 H 4.383 3.113 2.557
149 H 4.929 4.798 2.914
150 H 1.812 2.621 3.167
151 H 1.373 3.394 1.690
152 H 0.789 4.030 3.292

Forces on atoms 1 to 3 (eV/Å):
C 1.071 -4.168 2.334
O 0.269 2.979 -1.349
O -1.305 4.125 -0.991

Values from the calculation:
- HOMO energy (eV) = -0.8028
- LUMO level (eV) = 3.41
- net charge = -2
- HOMO-LUMO gap (Ha) = 0.1547

***

This record from OMol25 describes a structure of composition C5BCaF19O15S5. The level of theory is the ωB97M-V functional and the def2-TZVPD basis.

Cartesian coordinates (Å):
1 Ca -0.443 -0.507 -0.174
2 B -2.138 -2.616 0.768
3 F -1.938 -3.935 0.323
4 F -2.420 -1.726 -0.294
5 F -3.244 -2.567 1.605
6 F -0.994 -2.172 1.406
7 C 3.397 -0.619 2.703
8 F 2.690 0.500 2.861
9 F 4.707 -0.388 2.752
10 F 3.078 -1.410 3.763
11 S 2.858 -1.364 1.051
12 O 1.401 -1.189 1.062
13 O 3.563 -0.538 0.083
14 O 3.296 -2.747 1.123
15 C -0.335 0.491 4.419
16 F -1.036 0.502 5.561
17 F 0.858 1.070 4.654
18 F -0.150 -0.811 4.140
19 S -1.198 1.408 2.995
20 O -2.564 0.928 3.085
21 O -1.128 2.808 3.373
22 O -0.572 1.069 1.731
23 C 1.871 3.421 -0.376
24 F 0.725 4.090 -0.217
25 F 2.788 4.326 -0.770
26 F 2.243 2.893 0.786
27 S 1.727 2.090 -1.741
28 O 0.872 1.055 -1.130
29 O 1.107 2.758 -2.875
30 O 3.084 1.670 -2.016
31 C -4.635 0.909 -1.482
32 F -4.858 -0.056 -2.398
33 F -5.623 1.791 -1.685
34 F -4.745 0.452 -0.226
35 S -2.879 1.841 -1.711
36 O -2.612 1.699 -3.142
37 O -3.266 3.186 -1.293
38 O -1.975 1.053 -0.896
39 C 0.595 -2.398 -4.341
40 F 0.138 -3.669 -4.510
41 F 1.366 -2.022 -5.344
42 F -0.473 -1.626 -4.253
43 S 1.575 -2.423 -2.613
44 O 1.731 -3.832 -2.232
45 O 2.826 -1.727 -2.867
46 O 0.730 -1.664 -1.661

Forces on atoms 1 to 3 (eV/Å):
Ca 0.496 0.791 0.574
B -1.067 -1.071 0.314
F -0.112 0.175 -0.218

Values from the calculation:
- HOMO energy (eV) = 0.6557
- LUMO level (eV) = 8.39
- net charge = -4
- HOMO-LUMO gap (Ha) = 0.2843
- ΔE to the lowest compared entry with this formula, charge and spin (kcal/mol) = 0.0

***

This record from OMol25 describes a structure of composition C5EuO5. The level of theory is the ωB97M-V functional and the def2-TZVPD basis.

Cartesian coordinates (Å):
1 O -0.265 -3.239 -0.303
2 C 0.077 -2.224 0.107
3 Eu 0.536 0.270 1.025
4 O -2.378 -0.137 -1.477
5 C -1.514 -0.028 -0.730
6 C 2.130 -0.026 -1.318
7 O 2.767 -0.093 -2.280
8 C -0.040 2.580 -0.008
9 O -0.324 3.586 -0.501
10 O -1.906 -1.425 3.386
11 C -1.188 -0.844 2.697

Forces on atoms 1 to 3 (eV/Å):
O 1.450 4.062 1.640
C -1.260 -4.130 -1.486
Eu 0.104 -0.598 -0.756

Values from the calculation:
- HOMO energy (spin up / spin down) (eV) = -27.2200 / -27.2398
- 2S+1 = 7
- LUMO level (spin up / spin down) (eV) = -18.88 / -15.71
- net charge = +3
- HOMO-LUMO gap (spin up / spin down) (Ha) = 0.3066 / 0.4238
- ΔE to the lowest compared entry with this formula, charge and spin (kcal/mol) = 4.7

***

Values of M, in order: 1353.67, 1022.76, 1153.19, 872.23, 292.01, all in g/mol.
Values of E_tot, in order: -170616.1921, -159197.8278, -113383.6447, -160831.0743, -34714.0057, all in eV.